1.
46
Properties=species:S:1:pos:R:3:nbo_charge:R:1 method="wB97M-V/def2-TZVPD" homo_lumo_gap_ev=9.6 e_homo_ev=-8.9 e_lumo_ev=0.63 relative_energy_kj_mol=216.9 smiles="CCOc1ccc(S(=O)(=O)N[C@H](C)C(=O)NCc2ccccn2)cc1"
C 1.449 -7.109 2.272 -0.618
C 0.779 -6.186 1.267 -0.065
O 0.640 -4.915 1.881 -0.490
C 0.059 -3.906 1.200 0.326
C -0.049 -2.692 1.890 -0.260
C -0.625 -1.595 1.286 -0.156
C -1.094 -1.701 -0.011 -0.378
S -1.852 -0.305 -0.816 2.323
O -3.138 -0.689 -1.320 -0.936
O -1.792 0.833 0.070 -0.959
N -0.910 -0.106 -2.172 -0.876
C 0.338 0.636 -2.231 -0.132
C 1.139 0.460 -0.946 -0.630
C 0.158 2.141 -2.506 0.666
O 0.786 2.700 -3.385 -0.634
N -0.748 2.742 -1.722 -0.622
C -0.874 4.175 -1.681 -0.265
C -0.287 4.749 -0.415 0.208
C -0.445 6.098 -0.104 -0.250
C 0.119 6.580 1.063 -0.161
C 0.817 5.703 1.881 -0.269
C 0.916 4.381 1.482 0.049
N 0.381 3.915 0.367 -0.441
C -1.002 -2.890 -0.704 -0.154
C -0.425 -3.997 -0.106 -0.270
H 2.421 -6.713 2.550 0.216
H 0.839 -7.188 3.167 0.216
H 1.576 -8.097 1.838 0.216
H -0.208 -6.578 0.989 0.175
H 1.394 -6.099 0.362 0.174
H 0.326 -2.644 2.900 0.231
H -0.720 -0.653 1.801 0.244
H -1.489 -0.008 -2.991 0.420
H 0.913 0.230 -3.075 0.225
H 1.331 -0.595 -0.762 0.217
H 2.088 0.981 -1.046 0.234
H 0.601 0.881 -0.102 0.234
H -1.144 2.229 -0.938 0.436
H -0.333 4.572 -2.548 0.251
H -1.928 4.461 -1.761 0.208
H -0.996 6.748 -0.767 0.217
H 0.017 7.621 1.333 0.217
H 1.271 6.039 2.801 0.219
H 1.448 3.652 2.079 0.190
H -1.389 -2.940 -1.709 0.234
H -0.358 -4.919 -0.660 0.219

2.
73
Properties=species:S:1:pos:R:3:nbo_charge:R:1 method="wB97M-V/def2-TZVPD" homo_lumo_gap_ev=8.9 e_homo_ev=-8.4 e_lumo_ev=0.51 relative_energy_kj_mol=21.8 smiles="CCO[C@H]1OC(C(=O)N2CCN(Cc3ccccc3)CC2)=C[C@@H](c2ccc(C(F)(F)F)cc2)[C@@H]1CCCO"
C -0.178 -1.689 4.432 -0.634
C -0.257 -1.380 2.941 -0.065
O -0.208 0.015 2.672 -0.557
C 1.072 0.566 2.582 0.392
O 1.688 0.210 1.363 -0.521
C 1.342 0.970 0.274 0.232
C 1.928 0.458 -1.017 0.641
O 2.763 1.106 -1.623 -0.611
N 1.476 -0.741 -1.431 -0.426
C 0.339 -1.440 -0.879 -0.240
C -0.799 -1.449 -1.919 -0.221
N -0.402 -2.004 -3.193 -0.445
C -0.301 -3.454 -3.226 -0.261
C -0.240 -3.944 -4.649 0.059
C 0.710 -4.871 -5.050 -0.246
C 0.747 -5.318 -6.360 -0.205
C -0.164 -4.835 -7.283 -0.220
C -1.112 -3.904 -6.891 -0.192
C -1.151 -3.463 -5.581 -0.240
C 0.772 -1.318 -3.697 -0.234
C 1.933 -1.291 -2.692 -0.250
C 0.632 2.092 0.322 -0.272
C 0.116 2.659 1.610 -0.304
C -1.358 2.398 1.827 0.134
C -2.010 3.027 2.883 -0.238
C -3.348 2.791 3.134 -0.170
C -4.054 1.922 2.313 -0.166
C -5.494 1.616 2.596 0.975
F -6.113 2.579 3.295 -0.324
F -5.640 0.482 3.316 -0.330
F -6.218 1.433 1.478 -0.326
C -3.422 1.299 1.246 -0.171
C -2.084 1.545 1.006 -0.229
C 0.960 2.085 2.766 -0.246
C 2.354 2.720 2.811 -0.397
C 2.346 4.114 3.438 -0.425
C 3.732 4.767 3.409 -0.052
O 4.113 5.204 2.130 -0.713
H -0.295 -2.757 4.590 0.217
H -0.970 -1.162 4.958 0.217
H 0.780 -1.380 4.844 0.203
H -1.222 -1.708 2.544 0.191
H 0.546 -1.893 2.397 0.176
H 1.736 0.139 3.350 0.167
H 0.636 -2.468 -0.642 0.192
H 0.000 -0.958 0.036 0.232
H -1.115 -0.415 -2.098 0.196
H -1.652 -2.009 -1.530 0.203
H -1.208 -3.852 -2.756 0.210
H 0.563 -3.847 -2.667 0.168
H 1.427 -5.251 -4.334 0.208
H 1.490 -6.042 -6.660 0.213
H -0.134 -5.181 -8.306 0.213
H -1.824 -3.523 -7.609 0.212
H -1.882 -2.734 -5.267 0.224
H 0.480 -0.288 -3.924 0.202
H 1.091 -1.799 -4.623 0.218
H 2.315 -2.303 -2.519 0.189
H 2.743 -0.660 -3.058 0.253
H 0.422 2.623 -0.592 0.235
H 0.254 3.746 1.592 0.234
H -1.466 3.711 3.518 0.210
H -3.845 3.280 3.958 0.228
H -3.979 0.630 0.608 0.224
H -1.596 1.059 0.175 0.217
H 0.449 2.247 3.719 0.227
H 2.750 2.764 1.793 0.207
H 3.020 2.079 3.395 0.205
H 1.655 4.769 2.905 0.204
H 2.015 4.042 4.475 0.202
H 3.728 5.668 4.028 0.181
H 4.478 4.070 3.819 0.152
H 4.139 4.449 1.531 0.466

3.
8
Properties=species:S:1:pos:R:3:nbo_charge:R:1 method="wB97M-V/def2-TZVPD" homo_lumo_gap_ev=7.6 e_homo_ev=-9.5 e_lumo_ev=-1.90 relative_energy_kj_mol=34.8 smiles="O=CC#CC=S"
O 0.588 -0.002 2.998 -0.456
C -0.176 0.103 2.075 0.383
C 0.014 -0.388 0.668 -0.053
C 0.048 -0.148 -0.509 -0.026
C 0.217 -0.114 -1.912 -0.371
S -0.862 0.319 -3.057 0.144
H -1.028 0.727 2.081 0.141
H 1.199 -0.496 -2.344 0.237

4.
6
Properties=species:S:1:pos:R:3:nbo_charge:R:1 method="wB97M-V/def2-TZVPD" homo_lumo_gap_ev="10.1 / 6.2" e_homo_ev="-12.1 / -9.9" e_lumo_ev="-1.95 / -3.66" relative_energy_kj_mol=799.1
C -0.665 -1.078 1.522 0.228
N -1.298 -1.708 2.237 -0.480
N 1.174 0.410 -0.663 -0.356
N 0.001 0.526 -0.658 0.447
O -1.001 0.967 -1.099 -0.222
H 1.789 0.884 -1.340 0.381

5.
9
Properties=species:S:1:pos:R:3:nbo_charge:R:1 method="wB97M-V/def2-TZVPD" homo_lumo_gap_ev=7.9 e_homo_ev=-4.1 e_lumo_ev=3.77 relative_energy_kj_mol=408.0 smiles="O=CC=[S@H](=O)[O-]" charge=-1
O -2.698 0.247 -0.845 -0.751
C -1.476 0.031 -0.542 0.173
C -0.925 0.198 0.650 -0.415
S 1.269 -0.001 0.136 1.735
O 2.282 0.847 0.780 -1.001
O 1.632 -0.246 -1.255 -0.980
H -0.713 -0.305 -1.318 0.131
H -1.008 0.470 1.629 0.189
H 1.636 -1.242 0.766 -0.082

6.
50
Properties=species:S:1:pos:R:3:nbo_charge:R:1 method="wB97M-V/def2-TZVPD" homo_lumo_gap_ev=5.6 e_homo_ev=-2.7 e_lumo_ev=2.88 charge=-2
Zn 2.492 0.740 -0.254 1.761
Pb -1.883 2.000 -0.991 1.520
S -0.327 -0.354 0.413 2.645
O -1.016 0.817 0.977 -1.079
O -0.987 -1.555 0.950 -1.107
O -0.525 -0.184 -1.054 -1.089
O 1.103 -0.459 0.746 -1.134
S 1.112 3.716 0.061 2.614
O 1.540 4.579 1.153 -1.035
O -0.381 3.639 -0.029 -1.078
O 1.677 4.198 -1.205 -1.032
O 1.630 2.315 0.302 -1.247
S -1.047 3.374 -3.565 2.593
O -0.508 2.127 -2.911 -1.151
O -1.766 2.926 -4.765 -1.063
O -2.006 3.901 -2.554 -1.089
O 0.013 4.323 -3.886 -1.002
O 3.154 -1.132 -0.995 -1.021
H 2.459 -1.834 -1.111 0.537
H 3.822 -1.319 -1.661 0.486
O 0.491 -0.413 3.765 -0.993
H -0.457 -0.636 3.684 0.499
H 0.766 -0.162 2.873 0.470
O -1.799 -3.957 0.148 -0.989
H -1.339 -4.690 0.568 0.468
H -1.227 -3.170 0.327 0.504
O -4.171 -2.246 0.352 -0.969
H -3.351 -2.761 0.252 0.497
H -3.900 -1.337 0.186 0.464
O 0.959 -2.590 -1.845 -0.945
H 1.004 -3.514 -1.568 0.472
H 0.327 -2.183 -1.224 0.500
O 1.801 1.056 -2.215 -1.050
H 2.211 0.802 -3.046 0.483
H 1.035 1.663 -2.471 0.564
O -1.130 -0.710 -3.582 -0.988
H -0.711 -0.626 -2.694 0.492
H -0.756 0.016 -4.095 0.481
O -2.281 1.322 3.397 -0.979
H -1.825 1.209 2.531 0.511
H -3.125 1.728 3.175 0.454
O -2.048 -1.697 3.421 -0.986
H -2.685 -0.998 3.614 0.482
H -1.931 -1.660 2.447 0.503
O 1.227 -3.084 2.499 -0.969
H 0.498 -2.559 2.143 0.496
H 1.880 -2.428 2.754 0.467
O 3.703 0.574 1.405 -0.980
H 4.314 1.315 1.519 0.505
H 3.965 -0.082 2.058 0.508

| no. | M (g mol⁻¹) |
| --- | --- |
| 1 | 363.439 |
| 2 | 532.603 |
| 3 | 98.126 |
| 4 | 71.039 |
| 5 | 107.110 |
| 6 | 758.944 |